No. 1
C16H20N2O3S | ωB97M-V/def2-TZVPD

The geometry in XYZ format:
```
42
C16H20N2O3S (ωB97M-V/def2-TZVPD)
C -5.27 4.81 0.48
C -4.10 5.03 -0.47
O -3.33 3.84 -0.55
C -1.98 3.98 -0.72
O -1.45 5.06 -0.80
C -1.29 2.72 -0.76
S 0.46 2.79 -0.96
C 0.55 1.06 -0.87
N 1.69 0.40 -0.95
C 1.62 -0.92 -0.89
C 0.42 -1.63 -0.73
C -0.77 -0.93 -0.63
C -0.72 0.46 -0.71
C -1.77 1.43 -0.65
N -3.09 1.08 -0.56
C 0.57 -3.11 -0.65
O 1.59 -3.51 0.23
C 2.83 -2.79 0.19
C 3.95 -3.81 -0.04
C 3.00 -2.05 1.53
C 2.93 -2.98 2.74
C 2.86 -1.74 -0.95
H -5.90 4.00 0.11
H -4.90 4.54 1.47
H -5.86 5.71 0.55
H -4.45 5.28 -1.47
H -3.45 5.84 -0.12
H -1.71 -1.46 -0.50
H -3.31 0.18 -0.19
H -3.73 1.84 -0.37
H 0.77 -3.51 -1.67
H -0.34 -3.59 -0.27
H 4.92 -3.34 0.04
H 3.85 -4.26 -1.02
H 3.87 -4.60 0.70
H 3.96 -1.52 1.53
H 2.21 -1.31 1.60
H 2.04 -3.61 2.66
H 2.86 -2.39 3.65
H 3.81 -3.62 2.80
H 3.74 -1.11 -0.86
H 2.89 -2.26 -1.91
```

For the total energy, the calculation gives -36875.6272 eV. As for the energy relative to the best compared isomer or geometry (same formula, charge and spin): 19.5 kcal per mole. The net charge is 0. The SMILES is CCOC(=O)c1sc2nc3c(cc2c1N)CO[C@](C)(CC)C3. As for the LUMO energy: 0.13 eV.

These are the natural (NBO) partial charges, in e, on atoms 1 to 8:
1. C -0.624
2. C -0.076
3. O -0.543
4. C 0.764
5. O -0.600
6. C -0.401
7. S 0.444
8. C 0.041



No. 2
C4H8CsO | ωB97M-V/def2-TZVPD

The geometry in XYZ format:
```
14
C4H8CsO (ωB97M-V/def2-TZVPD)
Cs 15.57 2.57 -7.68
C 16.13 4.98 -3.03
C 15.11 5.66 -3.87
C 14.93 4.82 -5.10
O 15.90 3.82 -5.01
C 16.93 4.22 -4.03
H 15.60 4.29 -2.38
H 16.70 5.65 -2.38
H 15.56 6.59 -4.22
H 14.26 5.98 -3.26
H 15.12 5.38 -6.02
H 13.97 4.32 -5.15
H 17.73 4.79 -4.49
H 17.40 3.38 -3.52
```

For the total energy, the calculation gives -6867.3987 eV. As for the energy relative to the best compared isomer or geometry (same formula, charge and spin): 6.2 kcal per mole. The net charge is +1. As for the LUMO energy: -3.60 eV.

These are the natural (NBO) partial charges, in e, on atoms 1 to 8:
1. Cs 0.995
2. C -0.428
3. C -0.441
4. C -0.075
5. O -0.604
6. C -0.076
7. H 0.209
8. H 0.241



No. 3
C16H20N6OPtS | ωB97M-V/def2-TZVPD

The geometry in XYZ format:
```
45
C16H20N6OPtS (ωB97M-V/def2-TZVPD)
Pt 0.16 -0.15 0.38
N -1.38 -4.13 1.50
C -0.77 -3.15 0.81
S -0.25 -1.79 1.84
N -0.58 -3.23 -0.46
N 0.12 -2.12 -0.89
C 0.79 -2.22 -1.96
C 1.62 -1.07 -2.35
C 2.40 -1.10 -3.48
C 3.20 0.01 -3.76
C 3.17 1.09 -2.90
C 2.34 1.04 -1.79
N 1.57 -0.01 -1.52
H -1.48 -4.11 2.50
H -1.58 -4.99 1.01
H 0.79 -3.14 -2.54
H 2.40 -1.97 -4.12
H 3.83 0.01 -4.64
H 3.78 1.96 -3.08
H 2.28 1.87 -1.11
C -0.74 4.10 -1.69
C -0.37 3.15 -0.59
O -0.19 1.95 -0.84
N -0.23 3.66 0.64
C 0.12 2.86 1.81
C -1.07 2.00 2.17
C -2.02 2.43 3.08
C -3.22 1.74 3.19
C -3.46 0.67 2.35
C -2.46 0.25 1.50
N -1.27 0.88 1.44
H 0.08 4.13 -2.41
H -0.94 5.11 -1.34
H -1.62 3.72 -2.21
H -0.44 4.64 0.78
H 0.37 3.54 2.62
H 0.99 2.25 1.59
H -1.83 3.31 3.67
H -3.97 2.07 3.90
H -4.41 0.14 2.35
H -2.60 -0.60 0.85
C 1.86 0.05 1.49
H 1.62 0.20 2.54
H 2.37 0.91 1.06
H 2.40 -0.88 1.33
```

For the total energy, the calculation gives -41970.7273 eV. As for the energy relative to the best compared isomer or geometry (same formula, charge and spin): 75.6 kcal per mole. The net charge is +2. As for the LUMO energy: -8.12 eV.

These are the natural (NBO) partial charges, in e, on atoms 1 to 8:
1. Pt 1.173
2. N -0.763
3. C 0.296
4. S 0.062
5. N -0.369
6. N -0.331
7. C 0.113
8. C 0.137



Question: Among the records above, which one has the highest energy relative to the best compared isomer or geometry (same formula, charge and spin)?
Answer: C16H20N6OPtS



Question: Look up the energy relative to the best compared isomer or geometry (same formula, charge and spin) of the first one.
Answer: 19.5 kcal per mole